1.
{
  "formula": "C11H19ClIrN6O10P2",
  "method": "ωB97M-V/def2-TZVPD",
  "elements": ["C", "O", "N", "P", "N", "O", "H", "O", "H", "N", "N", "C", "O", "Cl", "H", "H", "O", "H", "H", "H", "O", "O", "C", "C", "N", "H", "P", "H", "H", "N", "H", "H", "C", "Ir", "H", "O", "H", "C", "O", "C", "H", "C", "C", "C", "H", "O", "H", "C", "H", "H"],
  "xyz": [[-0.621, 2.473, 0.469], [1.266, 0.375, -0.917], [4.453, 0.145, 2.854], [2.019, -2.543, -0.484], [3.427, 1.409, 4.475], [-3.244, -2.432, -0.020], [-2.643, 5.576, 1.914], [3.184, -1.758, 0.218], [-2.305, 2.485, 3.879], [1.904, -0.166, 1.589], [0.554, -2.571, -2.752], [3.010, -2.410, -3.086], [0.742, -2.410, 0.273], [-2.465, -1.274, 0.052], [0.697, -3.498, -3.157], [-1.144, 0.511, 3.045], [2.962, 0.487, -2.643], [0.231, -1.890, -3.472], [2.439, -4.611, 0.107], [3.062, 0.846, -3.536], [-3.166, -0.066, -0.107], [-1.323, -1.305, -0.924], [4.366, -0.420, 1.723], [2.050, 0.482, 2.741], [-2.551, 4.772, 2.512], [3.942, -2.001, -2.704], [1.534, -0.124, -2.334], [3.099, -3.497, -3.121], [3.254, 0.282, 0.050], [-0.549, 1.377, 1.251], [2.657, 1.864, 4.936], [-0.198, -2.605, -2.048], [1.838, -1.979, -2.198], [0.147, -0.420, 0.594], [-1.279, 4.463, 0.176], [0.548, -0.019, -3.419], [-0.139, 2.396, -0.495], [-1.168, 1.416, 2.452], [-1.707, -1.259, 1.366], [3.135, -0.447, 0.853], [5.240, -0.909, 1.302], [-1.824, 2.521, 2.912], [-1.258, 3.619, 0.852], [-1.900, 3.678, 2.104], [1.154, 0.797, 3.255], [2.525, -4.007, -0.647], [-3.051, 4.789, 3.384], [3.287, 0.709, 3.350], [2.867, -2.032, -4.100], [4.346, 1.478, 4.887]],
  "lumo_ev": [-6.37, -7.07],
  "homo_lumo_gap_ev": [7.3, 7.3],
  "de_lowest_ev": 0.000,
  "spin_multiplicity": 2,
  "total_charge": 2,
  "s_squared": 0.761
}

2.
{
  "formula": "C11H19F8N2O3",
  "method": "ωB97M-V/def2-TZVPD",
  "elements": ["H", "H", "H", "H", "C", "F", "H", "H", "C", "H", "H", "C", "C", "O", "H", "H", "F", "H", "F", "F", "F", "O", "F", "C", "F", "C", "H", "H", "C", "C", "H", "O", "F", "N", "C", "H", "H", "H", "C", "H", "H", "C", "N"],
  "xyz": [[5.229, -2.877, 0.731], [-4.040, 1.926, -1.646], [-5.083, -0.195, 1.070], [-1.472, 2.391, -1.584], [-1.258, -0.053, -1.858], [4.012, -1.427, -0.723], [-1.877, 2.478, 1.404], [-3.239, 3.283, 0.583], [4.845, -2.337, 1.597], [5.637, -2.408, 2.343], [3.203, 1.272, 1.032], [-3.980, 0.114, -0.576], [-1.984, 1.925, -0.708], [-1.729, 4.799, -0.871], [-0.482, 0.461, -2.461], [-2.690, 4.929, -0.827], [2.067, -3.061, 0.412], [-0.075, 1.073, -0.230], [2.934, -2.154, 2.975], [1.702, -4.409, 2.061], [2.464, 0.863, -0.776], [4.756, -0.925, 1.347], [5.163, 0.351, -0.392], [-2.193, 2.940, 0.448], [4.140, -3.952, 3.120], [2.971, 0.414, 0.399], [-1.233, -1.151, -1.844], [-3.338, -0.701, -0.193], [-1.077, 0.665, -0.447], [4.220, -0.435, 0.153], [-1.334, -0.005, 0.391], [-1.311, 4.047, 0.250], [1.997, -0.296, 1.000], [-2.544, 0.477, -2.474], [-3.224, 1.235, -1.359], [3.220, -4.633, 0.801], [-5.668, 0.993, 0.185], [-4.674, -0.368, -1.317], [2.684, -3.836, 1.323], [-3.151, -0.198, -2.944], [-2.427, 1.210, -3.178], [3.628, -3.051, 2.241], [-4.788, 0.625, 0.543]],
  "lumo_ev": -3.19,
  "homo_lumo_gap_ev": 9.8,
  "de_lowest_ev": 0.000,
  "total_charge": 1
}

3.
{
  "formula": "C11H19GeSbSe4Tc",
  "method": "ωB97M-V/def2-TZVPD",
  "elements": ["H", "H", "C", "C", "C", "Ge", "H", "H", "H", "H", "H", "H", "H", "H", "C", "Se", "Se", "C", "C", "H", "H", "Se", "H", "C", "H", "Se", "C", "C", "Tc", "H", "H", "H", "Sb", "C", "H", "H", "C"],
  "xyz": [[3.535, -1.726, -2.173], [-3.953, 1.354, -0.064], [-1.294, 2.203, -1.884], [3.482, -0.456, 0.563], [-2.413, 2.936, 0.567], [1.923, -1.248, -0.226], [1.883, -2.118, -2.620], [0.222, 3.627, -1.522], [-0.778, 1.911, -2.748], [0.205, -0.185, -1.854], [-0.026, -2.583, 0.983], [1.366, -3.586, 0.832], [-0.782, 4.321, 0.701], [-2.889, 0.882, -2.149], [-2.451, 1.576, -1.491], [-2.189, -3.889, 3.458], [-3.577, -5.320, -0.271], [-1.245, 3.505, 0.154], [-0.576, 3.150, -1.059], [1.335, 1.153, -1.308], [0.929, 2.420, 2.112], [-3.058, -1.204, 0.215], [2.681, -3.267, -1.594], [1.059, -2.527, 1.037], [1.279, -2.184, 2.097], [-1.731, -0.194, 1.984], [2.652, -2.219, -1.784], [0.762, 0.254, -0.939], [-0.541, 1.051, 0.364], [3.238, -0.049, 1.552], [4.000, 0.375, -0.040], [0.940, 0.499, 2.366], [-2.787, -3.594, 1.194], [-3.048, 1.896, -0.293], [-2.967, 3.159, 1.478], [4.159, -1.312, 0.574], [0.657, 1.392, 1.793]],
  "lumo_ev": [-4.95, -4.84],
  "homo_lumo_gap_ev": [6.2, 6.3],
  "total_charge": 1
}

4.
{
  "formula": "C11H19N2",
  "method": "ωB97M-V/def2-TZVPD",
  "elements": ["H", "H", "H", "N", "H", "C", "C", "C", "C", "H", "H", "C", "N", "C", "H", "H", "H", "H", "H", "C", "H", "C", "H", "C", "C", "H", "C", "H", "H", "H", "H", "H"],
  "xyz": [[1.389, -1.749, -2.361], [-2.710, 0.093, 1.186], [-1.379, 1.246, 1.626], [-1.743, 0.253, 1.642], [1.454, 1.553, 0.591], [-0.228, 0.361, -0.323], [0.360, -1.107, 1.864], [1.321, -1.898, 0.954], [-0.825, -0.653, 0.960], [2.187, -2.249, 1.596], [-0.049, -1.869, 2.525], [1.828, -0.873, -0.019], [2.941, -0.398, 0.336], [0.532, -1.239, -2.102], [-0.192, -1.924, -1.605], [-1.853, 0.137, 2.653], [3.233, 0.400, -0.270], [0.895, -0.342, 2.503], [-1.280, 2.696, 0.536], [0.345, 1.600, 0.379], [-1.200, -1.447, 0.346], [-1.468, 0.445, -1.179], [0.866, -2.886, 0.399], [-1.655, 1.343, -2.110], [-0.221, 2.753, 0.716], [-0.010, -0.833, -2.966], [0.968, -0.255, -1.015], [0.200, 3.741, 0.849], [-2.553, 1.208, -2.648], [-2.019, -0.426, -1.108], [1.685, 0.503, -1.484], [-0.818, 1.816, -2.471]],
  "lumo_ev": -3.29,
  "homo_lumo_gap_ev": 9.7,
  "de_lowest_ev": 4.500,
  "total_charge": 1,
  "smiles": "[H]/N=C1/CC[C@@H]([NH3+])C(C=C)(C=C)[C@@H]1C"
}

5.
{
  "formula": "C11H19N2OS",
  "method": "ωB97M-V/def2-TZVPD",
  "elements": ["C", "C", "H", "C", "H", "S", "H", "C", "H", "H", "O", "H", "C", "H", "C", "H", "H", "C", "C", "H", "H", "N", "H", "C", "H", "C", "H", "H", "H", "H", "N", "H", "C", "H"],
  "xyz": [[0.550, -0.552, 2.397], [-2.311, -0.113, -1.558], [-3.290, -0.312, 0.828], [1.488, 3.068, -0.565], [1.071, 3.362, 0.357], [0.274, 2.037, -1.503], [-2.461, 0.927, -1.338], [1.115, -2.049, 0.604], [2.398, 2.521, -0.358], [-1.121, -1.668, -0.647], [-0.985, 2.746, -1.336], [2.501, -2.935, 3.591], [2.035, -2.342, 2.846], [-3.360, -1.878, 0.348], [-0.359, 0.084, 0.221], [0.121, 1.822, -4.079], [1.389, -0.908, 4.327], [0.471, -0.913, 1.017], [1.444, -1.143, 3.271], [1.256, 2.895, -3.420], [2.096, -3.832, 1.347], [0.408, 0.556, -0.967], [-2.133, -1.532, 1.486], [0.864, 1.948, -3.302], [1.782, 3.944, -1.195], [-2.628, -1.142, 0.642], [-1.660, -0.199, -2.342], [1.800, 1.313, -3.282], [-0.702, 0.942, 0.810], [-3.263, -0.635, -1.811], [-1.557, -0.760, -0.328], [1.255, -2.530, -0.375], [1.805, -2.827, 1.537], [-0.295, 0.105, 2.778]],
  "lumo_ev": -2.26,
  "homo_lumo_gap_ev": 10.0,
  "de_lowest_ev": 1.052,
  "total_charge": 1,
  "smiles": "C[NH+](C)[C@H](N=S(C)(C)=O)c1ccccc1"
}

6.
{
  "formula": "C11H19N4O4",
  "method": "ωB97M-V/def2-TZVPD",
  "elements": ["C", "H", "H", "H", "H", "H", "C", "H", "H", "C", "N", "O", "O", "H", "H", "H", "H", "C", "C", "H", "C", "H", "O", "H", "N", "H", "C", "C", "H", "C", "H", "O", "H", "C", "C", "N", "N", "H"],
  "xyz": [[1.453, -0.331, 5.972], [-3.158, 2.412, -2.729], [1.064, -0.775, 6.883], [-0.156, -1.680, -1.561], [-2.170, -1.063, 0.096], [1.761, -0.484, 1.508], [0.656, 0.056, -3.396], [0.133, -0.940, -5.950], [0.936, 0.630, -6.116], [0.683, -0.606, 1.473], [-0.189, -0.603, 2.546], [-2.481, -0.447, -1.856], [1.716, -0.511, -3.633], [-1.074, 0.825, -4.094], [1.454, -1.229, -1.056], [3.422, 0.156, 6.675], [4.509, -1.515, 5.453], [0.416, -0.890, -1.068], [2.969, -0.250, 5.765], [-2.341, -0.843, 2.701], [-0.077, -0.794, 0.353], [0.075, -0.448, 3.525], [3.533, -1.543, 5.479], [3.187, 0.444, 4.946], [-1.395, -0.913, 0.746], [-4.238, 1.302, -1.865], [0.020, 0.134, -5.786], [-3.264, 1.791, -1.841], [1.142, 1.033, -1.606], [-2.181, 0.739, -1.825], [-3.192, 2.411, -0.949], [0.669, 0.091, 5.123], [-0.819, 0.500, -6.379], [-1.445, -0.793, 2.088], [0.321, 0.392, -1.930], [-0.923, 1.172, -1.713], [-0.204, 0.398, -4.363], [-0.811, 2.171, -1.618]],
  "lumo_ev": -2.74,
  "homo_lumo_gap_ev": 9.5,
  "total_charge": 1
}

Which formula does entry 2 have?
C11H19F8N2O3